1.
The following is a DFT calculation (ωB97M-V with the def2-TZVPD basis set) of the molecule C5H8ClNO at a distorted geometry.

As for the HOMO-LUMO gap: 10.4 eV. As for the total energy: -785.433049 Eh. The value obtained for the HOMO energy is -9.6 eV. As for the SMILES: C[C@H]1ON=CC[C@H]1Cl.

```
16
C5H8ClNO | the OMol25 dataset | ωB97M-V with the def2-TZVPD basis set
C -1.00 -1.32 -0.21
C -0.85 0.08 -0.73
C 0.37 0.66 1.53
C 1.31 0.37 0.40
C 0.60 0.60 -0.91
H -0.11 -1.74 0.34
H -1.88 -1.37 0.40
H -1.25 -1.99 -1.01
H -1.49 0.30 -1.60
H 0.78 0.56 2.60
H 1.60 -0.73 0.56
H 2.16 0.96 0.53
H 0.51 1.66 -1.23
N -0.82 1.11 1.43
O -1.41 1.08 0.16
Cl 1.49 -0.23 -2.25
```

***

2.
The following is a DFT calculation (ωB97M-V with the def2-TZVPD basis set) of a 2-piece molecular cluster, C5H8ClNO overall at a distorted geometry.

As for the spin multiplicity: 3. As for the HOMO-LUMO gap (alpha / beta): 8.2 / 8.0 eV. As for the total energy: -785.322890 Eh. Its expectation value of S² is 2.037. The value obtained for the HOMO energy (alpha / beta) is -7.3 / -9.4 eV.

```
16
C5H8ClNO | the OMol25 dataset | ωB97M-V with the def2-TZVPD basis set
C -1.74 0.45 0.76
C -0.56 0.50 0.00
C 2.43 -0.46 0.08
C -0.13 1.70 -0.59
C -0.30 -1.89 -0.12
N 0.05 -0.57 -0.44
O 2.85 -1.52 0.36
Cl 3.19 0.98 -0.20
H -2.23 -0.32 1.34
H -2.17 1.47 0.95
H 0.43 2.35 0.25
H -0.96 2.42 -0.90
H 0.50 1.69 -1.47
H 0.60 -2.66 -0.27
H -0.73 -2.00 0.93
H -1.23 -2.14 -0.67
```

***

3.
The following is a DFT calculation (ωB97M-V with the def2-TZVPD basis set) of C5H8CoFO4 as an isolated structure at a distorted geometry.

As for the charge: +1. As for the spin multiplicity: 4. As for the HOMO-LUMO gap (alpha / beta): 9.0 / 8.2 eV. As for the total energy: -1978.469331 Eh. Its expectation value of S² is 3.757. The value obtained for the HOMO energy (alpha / beta) is -14.7 / -14.7 eV.

```
19
C5H8CoFO4 | the OMol25 dataset | ωB97M-V with the def2-TZVPD basis set
C -0.68 2.60 -0.49
O -0.67 1.30 0.13
C -0.58 2.48 -1.99
H -1.61 3.09 -0.19
H 0.16 3.19 -0.08
H -0.60 3.49 -2.43
H 0.35 1.99 -2.30
H -1.43 1.91 -2.39
C -0.16 -0.76 0.22
O -0.02 -0.20 1.80
C 0.48 1.04 1.38
C 1.65 0.58 0.50
O 1.10 -0.58 -0.15
O -0.67 -1.86 0.41
F -2.05 -3.28 3.61
H 0.44 1.81 2.15
H 1.92 1.34 -0.24
H 2.52 0.28 1.10
Co -1.11 -2.39 2.48
```

***

4.
The following is a DFT calculation (ωB97M-V with the def2-TZVPD basis set) of a 2-piece molecular cluster, C5H8F2O overall at a distorted geometry.

As for the HOMO-LUMO gap: 8.9 eV. As for the total energy: -470.060951 Eh. The value obtained for the HOMO energy is -9.1 eV.

```
16
C5H8F2O | the OMol25 dataset | ωB97M-V with the def2-TZVPD basis set
C 0.23 -1.31 -1.57
C -0.16 -0.68 -0.36
C -1.51 0.06 -0.28
C -1.38 1.42 -0.89
C 0.80 -0.64 0.55
H -0.46 -2.18 -1.59
H 1.19 -1.83 -1.19
H 0.59 -0.64 -2.52
H -1.84 -0.67 -1.08
H -2.13 0.08 0.64
H -2.37 1.76 -1.31
H -0.49 1.53 -1.81
H -1.74 2.47 1.32
O -0.68 2.08 0.39
F 2.03 -1.16 0.49
F 0.73 0.02 1.71
```

***

5.
The following is a DFT calculation (ωB97M-V with the def2-TZVPD basis set) of the molecule C5H8F2Si at a distorted geometry.

As for the HOMO-LUMO gap: 10.1 eV. As for the total energy: -684.566929 Eh. The value obtained for the HOMO energy is -9.5 eV.

```
16
C5H8F2Si | the OMol25 dataset | ωB97M-V with the def2-TZVPD basis set
C -0.06 -1.11 0.15
C -0.23 0.19 0.17
C 2.09 -1.73 0.21
C 0.95 1.11 0.14
C -1.54 0.91 -0.14
F 3.51 0.49 1.26
F 3.35 0.23 -1.38
Si 2.55 0.08 0.04
H -0.77 -1.88 0.19
H 2.36 -2.39 1.02
H 2.07 -2.19 -0.78
H 0.71 1.68 -0.69
H 1.04 1.76 1.11
H -1.84 0.40 -0.99
H -1.39 1.94 -0.43
H -2.27 0.73 0.58
```

***

6.
The following is a DFT calculation (ωB97M-V with the def2-TZVPD basis set) of the molecule C5H8FNS at a distorted geometry.

As for the HOMO-LUMO gap: 7.9 eV. As for the total energy: -748.100722 Eh. The value obtained for the HOMO energy is -8.1 eV. As for the SMILES: C[C@@H](F)/C(N)=C\C=S.

```
16
C5H8FNS | the OMol25 dataset | ωB97M-V with the def2-TZVPD basis set
C 0.52 0.77 1.62
C 1.01 -0.10 0.48
C -0.16 -0.70 -0.28
C -0.89 -0.03 -1.24
C -0.58 1.25 -1.70
H 1.37 1.22 2.13
H -0.08 1.61 1.26
H -0.14 0.20 2.28
H 1.61 0.53 -0.27
H 0.18 -2.49 0.67
H -1.20 -2.44 -0.40
H -1.77 -0.54 -1.67
H 0.31 1.71 -1.26
N -0.51 -1.98 0.16
F 1.75 -1.13 1.02
S -1.42 2.11 -2.82
```

***

7.
The following is a DFT calculation (ωB97M-V with the def2-TZVPD basis set) of a 2-piece molecular cluster, C5H8IN4O overall at a distorted geometry.

As for the charge: +1. As for the HOMO-LUMO gap: 7.8 eV. As for the total energy: -787.042376 Eh. The value obtained for the HOMO energy is -13.0 eV.

```
19
C5H8IN4O | the OMol25 dataset | ωB97M-V with the def2-TZVPD basis set
I 2.83 0.95 1.04
C 0.80 1.42 1.13
C -0.14 0.42 1.33
C -1.48 0.82 1.39
N -1.90 2.06 1.30
N -0.95 2.94 1.11
C 0.34 2.72 1.01
H 0.16 -0.62 1.43
H -2.23 0.05 1.55
H -1.26 3.91 1.04
H 1.03 3.55 0.83
C 0.55 -2.28 -1.16
O 1.03 -2.30 -0.03
N -0.35 -1.34 -1.58
N 0.88 -3.21 -2.10
H -0.74 -1.32 -2.51
H -0.62 -0.63 -0.93
H 1.54 -3.92 -1.83
H 0.51 -3.22 -3.03
```

***

8.
The following is a DFT calculation (ωB97M-V with the def2-TZVPD basis set) of the molecule C5H8IP at a distorted geometry.

As for the HOMO-LUMO gap (alpha / beta): 7.3 / 7.3 eV. As for the total energy: -834.244831 Eh. The value obtained for the HOMO energy (alpha / beta) is -8.0 / -8.0 eV. As for the SMILES: CC1=CP(I)CC1.

```
15
C5H8IP | the OMol25 dataset | ωB97M-V with the def2-TZVPD basis set
C -0.49 -0.89 -1.75
C -0.30 -0.29 -0.06
C 0.92 0.39 0.01
C 1.51 0.60 -1.31
C -1.13 -0.61 1.03
P 1.15 -0.81 -2.47
I 2.61 -2.55 -1.33
H -1.32 -1.59 -1.71
H 0.63 1.31 0.59
H 1.66 -0.20 0.76
H 1.15 1.52 -1.89
H 2.57 0.64 -1.16
H -1.12 0.06 1.85
H -0.72 -1.57 1.45
H -2.15 -0.93 0.72
```